This record from OMol25 describes the molecule H10OS2Si4. The level of theory is wB97M-V/def2-TZVPD.

Positions of all 17 atoms, in Å:
Si  -0.17749  3.12341  -0.21753
O  -0.23511  1.54255  0.30193
Si  0.12235  -0.06072  0.51841
S  2.22289  -0.19799  0.75989
Si  2.57316  -2.17683  1.44509
S  -0.40504  -1.10693  -1.24693
Si  -2.52103  -0.89485  -1.72382
H  0.73779  3.17593  -1.31086
H  -1.40810  3.86368  -0.60595
H  0.50747  3.99825  0.81043
H  -0.79362  -0.37725  1.64720
H  2.69322  -3.14578  0.24760
H  3.84284  -2.25675  2.00679
H  1.62422  -2.64901  2.52157
H  -3.35439  0.01259  -0.70250
H  -2.96150  -2.28028  -1.31367
H  -2.46766  -0.57000  -3.13765

Computed properties:
E_LUMO in eV: 0.636
Relative energy (zero: lowest compared OMol25 entry of this formula, charge and spin) in eV: 0.6457
Orbital gap in eV: 10.29
SMILES: [SiH3]O[SiH](S[SiH3])S[SiH3]
Multiplicity: 1